Molecular formula: C3H3ErO2
Method: DFT, the ωB97M-V functional and the def2-TZVPD basis

Geometry as XYZ:
```
9
Properties=species:S:1:pos:R:3:nbo_charge:R:1
C -0.23726 0.64792 1.53091 -0.490
C 0.10017 1.92093 0.79225 -0.230
H -0.69172 2.69095 0.86913 0.238
H -0.87080 0.76235 2.42053 0.209
H 1.04741 2.46157 0.95889 0.254
O -1.06790 -0.54004 -1.03887 -0.771
C -1.22184 0.54559 -0.39417 0.596
O 0.00222 1.35780 -0.55456 -0.618
Er 1.04395 -0.92481 -0.03689 1.812
```

multiplicity	5
net charge	+1
E	-34862.6368	eV
maximum force	3.6	eV/A
HOMO (alpha / beta)	-11.65 / -13.60	eV
energy relative to the best compared isomer or geometry (same formula, charge and spin)	0.085	eV



Molecular formula: C3H3F2P3
Method: DFT, the ωB97M-V functional and the def2-TZVPD basis

Geometry as XYZ:
```
11
Properties=species:S:1:pos:R:3:nbo_charge:R:1
C 2.44923 0.38464 -1.20627 -1.001
C -0.92656 -0.01812 1.38311 -0.505
C 0.16171 0.45904 0.61856 -0.527
F -1.84337 -1.49629 0.05061 -0.583
F -3.71233 0.05649 0.43762 -0.581
P 1.87965 -0.20019 0.40095 0.531
P 2.17851 -1.01790 -1.92922 0.563
P -2.16483 0.07586 -0.01383 1.452
H 2.74925 1.35633 -1.54014 0.227
H -0.80767 -0.98238 1.75783 0.218
H 0.03641 1.38253 0.04077 0.207
```

E	-36458.1513	eV
maximum force	5.4	eV/A
HOMO	-8.55	eV
energy relative to the best compared isomer or geometry (same formula, charge and spin)	2.229	eV



Molecular formula: C3H3F3O
Method: DFT, the ωB97M-V functional and the def2-TZVPD basis

Geometry as XYZ:
```
10
Properties=species:S:1:pos:R:3:nbo_charge:R:1
C -0.96645 1.57151 0.27167 0.875
C -4.42498 -0.64177 0.36873 0.659
C -0.62574 0.15354 -0.00822 -0.750
O -2.04352 1.96342 0.56053 -0.531
F 0.13046 2.35150 0.27143 -0.339
F -3.65837 -1.56454 -0.07549 -0.325
F -4.38677 0.20200 -0.63121 -0.329
H -1.62338 -0.32342 0.12783 0.236
H 0.04732 -0.08471 0.81480 0.248
H -0.20420 -0.13220 -1.06738 0.257
```

E	-13357.2365	eV
maximum force	2.5	eV/A
HOMO	-11.45	eV
energy relative to the best compared isomer or geometry (same formula, charge and spin)	2.213	eV



Molecular formula: C3H3F3O
Method: DFT, the ωB97M-V functional and the def2-TZVPD basis

Geometry as XYZ:
```
10
Properties=species:S:1:pos:R:3:nbo_charge:R:1
C -0.58524 -0.32108 -0.20803 -0.649
C -0.57120 0.85605 0.42012 0.683
C 1.12979 -1.49282 -1.04791 0.618
O -0.59427 0.92738 1.71852 -0.668
F -0.37548 2.04357 -0.15320 -0.317
F 1.75717 -1.42599 0.06137 -0.323
F 1.62947 -0.56043 -1.83636 -0.353
H -0.72640 -1.31532 0.32702 0.255
H -0.50624 -0.41219 -1.32551 0.254
H -1.15761 1.70082 2.04398 0.500
```

E	-13355.6105	eV
maximum force	3.4	eV/A
HOMO	-9.24	eV
energy relative to the best compared isomer or geometry (same formula, charge and spin)	3.839	eV